This record from the OMol25 dataset describes 3 unconnected molecules or ions with the total composition C6H7NO2Si at a distorted geometry. The level of theory is ωB97M-V/def2-TZVPD.

Structure (ORCA input):
```
! wB97M-V def2-TZVPD RIJCOSX def2/J DEFGRID3
* xyz 0 1
C 1.344 -0.168 1.176
C 1.153 -1.518 1.564
C 1.141 0.230 -0.121
C 1.067 -2.461 0.550
C 0.680 -0.725 -1.068
C 0.746 -2.016 -0.693
N -1.349 0.972 -2.102
O -3.225 2.792 -0.617
O -0.841 2.032 -2.426
Si -2.358 1.814 -0.006
H 1.897 0.500 1.914
H 1.121 -1.791 2.707
H 1.127 1.259 -0.344
H 0.958 -3.478 0.812
H 0.097 -0.362 -2.016
H -2.425 0.411 0.331
H -1.132 2.508 0.341
*
```

Properties
Energy relative to the best compared isomer or geometry (same formula, charge and spin) in eV: 4.183
Orbital gap (spin up / spin down) in eV: 7.7164 / 7.9255
E_LUMO (spin up / spin down) in eV: -2.03 / -1.55